Below is C14H25AlBeCl5F4N3O7P as an isolated structure at a distorted geometry, with properties calculated with the ωB97M-V functional and the def2-TZVPD basis.

Structure (XYZ):
```
61
C14H25AlBeCl5F4N3O7P, DFT the ωB97M-V functional and the def2-TZVPD basis
O 0.3022 1.2364 4.9594
P -0.0387 0.6460 3.5623
Cl -2.0063 -0.0180 3.7386
C -0.2613 2.2286 2.5255
C 0.4205 2.1085 1.1821
N -0.0352 3.2608 0.3178
C -0.4417 4.4575 1.1041
C 0.2509 4.6074 2.4698
N 0.3434 3.3787 3.2386
H 1.3092 1.2297 5.1375
H -1.3374 2.3615 2.3589
H 1.4999 2.2187 1.2906
H 0.2578 1.1599 0.6738
H 0.6950 3.5050 -0.3513
H -0.8365 2.8844 -0.2293
H -1.5174 4.3169 1.2778
H -0.3755 5.3703 0.5164
H 1.2167 5.0951 2.3572
H -0.3564 5.3052 3.1351
H 1.3308 3.1413 3.2899
C -3.5518 -1.5240 -1.4569
C -3.1496 -2.6185 -0.4365
C -2.4698 -1.9826 0.7845
C -1.2244 -1.3113 0.4372
N -0.2716 -0.7365 0.1568
H -2.6515 -1.0154 -1.8309
H -4.1459 -1.9188 -2.4974
H -4.2376 -0.8174 -0.9836
H -2.4888 -3.3362 -0.9077
H -4.0332 -3.1551 -0.1137
H -2.2609 -2.7669 1.5142
H -3.1390 -1.2702 1.2712
C 2.1122 -0.9353 -1.6313
C 3.2517 -1.8789 -1.9481
O 3.5668 -1.8715 -3.3552
C 4.2959 -0.8513 -3.7796
O 4.7141 0.0523 -3.1163
C 4.5781 -1.0079 -5.2858
F 3.4670 -1.3249 -5.9587
F 5.4748 -1.9814 -5.4882
F 5.0639 0.1166 -5.7966
H 1.2386 -1.1667 -2.2399
H 1.8440 -1.0077 -0.5857
H 2.3871 0.0973 -1.8464
H 2.9710 -2.9047 -1.7169
H 4.1430 -1.6462 -1.3664
F 2.1289 1.8399 6.4911
C -0.0947 -4.9413 2.8755
Cl 0.4756 -3.6120 3.8663
Cl -1.8444 -5.2334 3.1623
Cl 0.1833 -4.6178 1.1647
H 0.4488 -5.8355 3.1508
Be -4.0661 -5.5149 4.6061
O -0.4755 1.8945 -1.8984
H -0.5888 2.4310 -2.6873
Cl -4.3159 -3.3942 -2.4884
C -1.4335 0.5778 -4.0219
O -2.6566 0.6389 -3.9437
O -0.6784 1.5231 -4.3949
O -0.7349 -0.4303 -3.7471
Al -2.2519 4.9434 3.4878
```

Computed properties:
E_tot ... -4537.49016 hartree
Total charge ... +1
Lowest unoccupied orbital energy ... -8.21 eV